Molecular formula: C3H9FOSi
Method: DFT, ωB97M-V with the def2-TZVPD basis set

Output
E_LUMO (alpha / beta) ... 0.920 / -0.934 eV
HOMO (alpha / beta) ... -0.294 / -0.258 hartree
Gap between HOMO and LUMO (alpha / beta) ... 8.91 / 6.08 eV
Total energy ... -15897.31803 eV

```
15
Properties=species:S:1:pos:R:3:forces:R:3
C 0.5029 0.1620 -1.4498 0.5 0.9 1.3
C 2.6049 0.2191 0.8769 -1.5 -2.5 -2.9
C -3.0573 0.1792 0.3888 1.3 -0.2 0.3
O -2.7896 -1.1087 -0.0439 0.2 0.0 -0.1
F -0.2579 -0.5036 1.2578 0.8 0.3 -0.4
Si 0.7654 0.5357 0.4615 0.4 -0.4 -1.2
H 1.3338 0.4721 -2.1305 -0.9 0.6 0.6
H 0.5835 -0.8958 -1.5405 -0.5 -1.2 0.1
H -0.5144 0.5293 -1.6499 0.5 -0.2 -0.6
H 2.6883 -0.7832 1.3563 0.3 0.7 -0.5
H 3.1623 0.3324 -0.1131 -0.8 -0.8 1.1
H 3.0148 0.9521 1.4271 1.3 2.4 2.5
H -2.1694 0.6194 0.8756 -1.2 0.3 -0.2
H -4.0189 0.7010 0.1572 1.2 -1.1 0.1
H -1.8483 -1.4110 0.1267 -1.7 1.1 0.1
```
Forces are in eV/Å.